[1]
ORCA calculation (ωB97M-V/def2-TZVPD) on C27H41BiN4O6SSb2 as an isolated structure.

XYZ file:
```
82
Properties=species:S:1:pos:R:3:forces:R:3
Bi 0.649 0.339 -0.620 0.2913 0.4012 -0.4045
Sb -0.289 -1.891 1.496 -0.4259 -0.9147 -0.1985
Sb 0.119 1.444 2.885 -0.1417 0.0588 0.3283
S -1.039 -0.729 -2.393 -0.4117 -0.2770 -0.5382
O 1.966 1.341 -2.314 -0.1629 0.0982 -0.0878
O -1.484 0.910 0.303 -0.5655 0.3001 -0.3622
O 2.155 2.834 -3.991 0.0255 -0.1924 0.0963
O 3.607 -2.304 -2.102 -0.1156 -0.0216 0.1824
O 1.720 -1.680 -1.058 0.3725 0.0768 -0.1453
O -3.316 2.223 0.309 0.0671 -0.0504 0.0134
N -0.406 2.317 -1.659 -0.0494 0.1559 0.1476
N 2.929 0.877 0.652 0.4607 0.0383 -0.1238
N -1.669 0.257 -4.765 -0.1509 -0.0265 -0.1438
N 0.504 -0.484 -4.606 0.1885 -0.0558 -0.0992
C -0.776 -1.874 4.739 -0.1716 -0.2209 -0.1659
C -1.605 2.711 -1.236 0.2544 -0.1104 0.0187
C 0.968 0.295 -5.761 -0.0450 -0.1468 0.2083
C -1.138 -2.127 7.139 0.0811 0.0840 -0.0354
C 1.034 -0.272 3.895 -0.1439 -0.0480 0.3705
C 4.010 0.166 -0.060 0.0054 -0.0437 0.0159
C 1.573 2.336 -3.040 0.0698 -0.0057 0.0056
C -0.347 4.018 -3.291 -0.0353 0.0567 -0.0697
C -2.873 0.829 -4.164 0.1481 -0.0670 -0.0917
C 3.783 -1.343 0.064 0.2044 -0.0504 0.1987
C -1.873 -0.186 -6.147 -0.0494 0.1232 0.1453
C -0.669 -0.276 -4.019 -0.1112 -0.0643 0.1106
C 1.497 -1.449 -4.110 -0.1388 0.2072 -0.0681
C 0.500 -0.589 6.318 0.0137 0.0461 -0.0477
C 0.377 2.683 4.621 0.0228 0.0567 0.0628
C 0.223 2.931 -2.652 -0.0915 -0.1791 0.1403
C -1.936 1.058 3.332 -0.0448 -0.1029 -0.0445
C 0.221 -0.929 4.985 0.3749 0.1793 -0.0399
C -1.959 -2.697 0.431 0.0138 0.1346 -0.1365
C 0.774 -3.749 1.488 0.1525 0.0667 0.0567
C -1.419 -2.472 5.829 -0.0481 0.0308 -0.0052
C 3.021 -1.838 -1.139 -0.5122 -0.2002 -0.2198
C -1.264 -2.308 3.370 -0.0688 0.2653 0.1734
C -1.594 4.453 -2.855 0.0129 0.0157 -0.0122
C -0.169 -1.161 7.387 -0.0350 -0.0313 -0.1156
C -2.237 3.794 -1.814 -0.0821 0.1515 -0.0853
C -2.218 1.890 -0.107 0.0840 -0.2628 0.1354
H -2.281 -1.927 3.214 0.0973 -0.0232 0.0725
H 3.955 0.468 -1.106 0.0499 0.0192 -0.0249
H -2.636 1.340 -3.240 0.0430 0.0075 0.0444
H -1.668 -2.606 7.954 0.0432 0.0299 -0.0408
H 3.045 1.881 0.582 0.0132 0.1343 -0.0364
H 1.936 0.163 4.331 0.0708 -0.0674 0.0541
H 2.339 -0.930 -3.664 0.0190 0.0384 0.0094
H -1.335 -3.397 3.342 -0.0610 -0.0109 0.0352
H 1.431 2.913 4.785 -0.0664 -0.0073 -0.0002
H -2.065 5.307 -3.328 0.0133 -0.0198 0.0028
H -2.417 0.542 2.501 0.0710 0.1145 0.1231
H -2.176 -3.225 5.631 0.0298 0.0514 -0.0080
H 1.352 -0.983 3.129 0.1451 0.1067 0.2437
H -2.020 0.483 4.257 0.0327 0.1005 -0.0197
H -2.412 -3.476 1.042 -0.0275 -0.0253 -0.0077
H 0.193 4.488 -4.102 -0.0440 0.0068 0.0394
H 3.196 -1.556 0.964 0.1211 0.0077 0.0472
H 0.073 -0.866 8.401 0.0003 -0.0191 -0.0575
H -3.286 1.549 -4.872 0.0057 -0.0032 -0.0048
H -1.115 -0.903 -6.437 0.0319 -0.0531 0.0003
H 0.302 1.127 -5.957 -0.0253 0.0453 0.0310
H -1.607 -3.125 -0.508 -0.0492 0.0170 0.0131
H -1.858 0.653 -6.844 0.0152 0.0147 -0.0031
H 4.728 -1.873 0.128 0.0884 0.0071 -0.0325
H -2.686 -1.911 0.221 0.0330 -0.0639 0.0106
H 0.035 -4.540 1.627 0.0669 0.0034 -0.0062
H 1.846 -2.033 -4.964 0.0044 0.0313 0.0112
H 1.051 -0.334 -6.649 -0.0205 0.0028 0.0046
H 1.287 -3.877 0.536 -0.0187 0.0102 0.0505
H -2.849 -0.673 -6.211 -0.0146 0.0049 -0.0006
H 1.949 0.695 -5.513 0.0885 0.0294 0.0367
H -0.024 2.158 5.490 0.0251 0.0626 -0.0174
H 1.064 -2.106 -3.367 -0.0378 0.0622 0.0387
H 2.939 0.651 1.639 -0.0087 -0.0631 0.0968
H 1.495 -3.784 2.307 -0.0222 -0.0189 -0.0720
H 5.009 0.424 0.294 -0.0344 0.1309 0.1932
H -0.170 3.617 4.480 0.0363 -0.0441 0.0274
H 1.280 0.142 6.507 -0.0157 -0.0142 0.0159
H -3.621 0.060 -3.960 0.0092 -0.0090 0.0052
H -3.210 4.088 -1.441 0.0543 -0.0021 -0.0279
H -2.420 2.029 3.458 -0.0044 -0.0692 -0.0163
```
Positions in Å, forces in eV/Å.

Properties
**Kohn-Sham gap**: 0.2943 Ha
**Total energy**: -76661.030 eV
**Energy above the lowest of the compared OMol25 structures with the same formula, charge and spin**: 69.7 kJ/mol

Charges obtained by Löwdin population analysis, quoted in units of e: atom 1 (Bi): 1.63, atom 2 (Sb): 1.31, atom 3 (Sb): 1.31, atom 4 (S): 0.71, atom 5 (O): -0.20, atom 6 (O): -0.41, atom 7 (O): 0.06, atom 8 (O): 0.05, atom 9 (O): -0.36, atom 10 (O): 0.06, atom 11 (N): 0.01, atom 12 (N): -0.10, atom 13 (N): -0.20, atom 14 (N): -0.16, atom 15 (C): -0.26, atom 16 (C): -0.20, atom 17 (C): -0.03, atom 18 (C): -0.09, atom 19 (C): -0.39, atom 20 (C): -0.24, atom 21 (C): -0.60, atom 22 (C): 0.02, atom 23 (C): -0.07, atom 24 (C): -0.11, atom 25 (C): -0.04, atom 26 (C): -0.67, atom 27 (C): -0.04, atom 28 (C): -0.06, atom 29 (C): -0.35, atom 30 (C): -0.18, atom 31 (C): -0.30, atom 32 (C): -0.28, atom 33 (C): -0.32, atom 34 (C): -0.29, atom 35 (C): -0.05, atom 36 (C): -0.67, atom 37 (C): -0.31, atom 38 (C): -0.03, atom 39 (C): -0.09, atom 40 (C): 0.01, atom 41 (C): -0.62, atom 42 (H): 0.07, atom 43 (H): 0.11, atom 44 (H): 0.05, atom 45 (H): 0.10, atom 46 (H): 0.08, atom 47 (H): 0.05, atom 48 (H): 0.08, atom 49 (H): 0.06, atom 50 (H): 0.00, atom 51 (H): 0.11, atom 52 (H): -0.01, atom 53 (H): 0.11, atom 54 (H): -0.03, atom 55 (H): 0.01, atom 56 (H): 0.01, atom 57 (H): 0.12, atom 58 (H): 0.10, atom 59 (H): 0.10, atom 60 (H): 0.10, atom 61 (H): 0.08, atom 62 (H): 0.09, atom 63 (H): 0.00, atom 64 (H): 0.10, atom 65 (H): 0.12, atom 66 (H): 0.00, atom 67 (H): 0.01, atom 68 (H): 0.10, atom 69 (H): 0.10, atom 70 (H): 0.00, atom 71 (H): 0.10, atom 72 (H): 0.09, atom 73 (H): 0.00, atom 74 (H): 0.06, atom 75 (H): 0.05, atom 76 (H): 0.01, atom 77 (H): 0.11, atom 78 (H): 0.00, atom 79 (H): 0.11, atom 80 (H): 0.09, atom 81 (H): 0.12, atom 82 (H): 0.02


[2]
ORCA calculation (ωB97M-V/def2-TZVPD) on C19H33AsCrN6S5SbSe as an isolated structure.

XYZ file:
```
67
Properties=species:S:1:pos:R:3:forces:R:3
Sb -5.538 -3.286 0.445 0.0166 -0.0585 -0.0515
Se 1.857 1.724 -3.318 0.0506 -0.0333 -0.0075
As -1.168 -0.578 -2.673 0.0422 0.0568 -0.0883
Cr -0.442 0.302 -0.395 0.1064 0.2795 0.3186
S 3.282 2.229 -0.595 -0.0872 -0.0117 0.0446
S -1.793 -1.387 0.382 0.0237 -0.1404 -0.0150
S -2.723 0.445 0.063 -0.0027 -0.0456 0.0535
S -5.049 -5.481 0.789 -0.0170 0.0238 0.0107
S -6.536 -3.012 -1.582 0.0069 0.0116 0.0049
N 0.463 2.214 -0.949 -0.0685 -0.0795 -0.0059
N 1.551 0.212 -0.780 -0.0096 -0.0641 -0.2070
N -0.040 1.020 1.939 -0.0273 0.0253 -0.0007
N 1.614 1.662 3.631 -0.0098 -0.0141 0.0110
N -0.403 0.508 4.307 -0.0314 0.0101 -0.0032
N -0.524 2.808 3.546 -0.0381 0.0090 -0.0114
C -2.762 -1.709 -2.800 -0.1470 0.0865 0.0171
C 2.826 -1.585 0.290 0.0169 -0.0170 -0.0078
C 1.026 0.688 4.549 -0.0021 0.0043 -0.0103
C -1.684 0.782 -3.986 0.0587 -0.0022 -0.0407
C -2.681 1.793 -3.436 -0.0032 -0.0299 0.0064
C 0.913 2.931 3.796 0.0226 0.0043 -0.0159
C 1.721 1.519 -1.370 0.0393 -0.0188 -0.0814
C 5.023 -1.026 1.142 0.0000 0.0042 0.0019
C -0.718 2.318 2.182 0.0524 0.0026 -0.0530
C 0.896 -2.644 -2.912 0.0332 0.0310 0.0507
C -1.063 1.801 4.465 0.0034 -0.0130 0.0059
C 4.879 0.278 0.660 -0.0048 0.0029 -0.0047
C 3.994 -1.940 0.958 -0.0052 0.0014 -0.0104
C -2.591 -3.217 -2.674 0.0626 0.0635 0.0149
C -0.596 0.056 2.928 -0.0164 -0.0344 -0.0235
C 0.183 -1.547 -3.694 0.0017 0.0164 -0.0514
C 3.724 0.640 0.000 0.0105 -0.0480 0.0065
C 1.398 1.185 2.265 0.0648 -0.0234 -0.0049
C 2.673 -0.289 -0.210 -0.0233 0.0883 0.1260
H 5.663 1.009 0.822 -0.0001 -0.0001 0.0016
H -0.289 -1.921 -4.607 -0.0148 -0.0658 0.0342
H -0.925 2.150 5.492 -0.0014 0.0021 -0.0016
H 5.929 -1.316 1.660 -0.0009 0.0027 0.0004
H 1.804 -2.954 -3.435 -0.0166 -0.0274 -0.0120
H -3.188 -1.476 -3.780 -0.0379 0.0279 0.0374
H 0.274 -3.524 -2.756 -0.0771 -0.0178 -0.0057
H -0.105 -0.905 2.782 -0.0038 0.0235 0.0106
H 1.333 3.660 3.098 -0.0014 -0.0043 -0.0009
H -2.074 -3.633 -3.542 0.0628 -0.0165 -0.0075
H 4.097 -2.950 1.338 -0.0005 0.0001 0.0001
H -1.657 -0.068 2.727 -0.0296 -0.0026 -0.0231
H -3.593 1.313 -3.075 -0.0077 -0.0029 0.0056
H -3.577 -3.681 -2.611 -0.0148 -0.0176 -0.0058
H -0.321 3.062 1.488 -0.0122 0.0112 0.0781
H -1.777 2.183 1.976 -0.0275 -0.0228 0.0048
H 1.174 1.031 5.577 -0.0019 0.0002 0.0000
H 0.139 2.790 -1.720 0.0052 0.0100 -0.0010
H 1.891 0.222 2.145 0.0046 -0.0238 -0.0088
H -2.955 2.522 -4.203 -0.0032 -0.0032 0.0048
H 1.064 3.293 4.817 -0.0048 -0.0026 -0.0009
H -2.130 1.680 4.269 -0.0017 -0.0011 -0.0005
H 0.621 2.795 -0.131 0.0665 0.0174 -0.0542
H -3.458 -1.332 -2.048 0.0194 -0.0603 -0.0122
H -2.043 -3.494 -1.775 0.0108 0.0204 0.0528
H -2.101 0.244 -4.841 0.0029 0.0025 -0.0088
H 1.854 1.889 1.571 -0.0247 0.0245 -0.0442
H -2.254 2.337 -2.591 -0.0004 0.0017 0.0078
H 1.534 -0.269 4.418 -0.0027 0.0004 0.0015
H 0.895 -0.768 -3.973 -0.0017 0.0048 0.0048
H 1.203 -2.275 -1.932 0.0105 0.0351 -0.0589
H 2.020 -2.297 0.165 0.0028 -0.0054 0.0149
H -0.757 1.268 -4.290 -0.0171 0.0022 0.0085
```
Positions in Å, forces in eV/Å.

Properties
**Kohn-Sham gap (spin up / spin down)**: 0.2203 / 0.2218 Ha
**Total energy**: -244503.972 eV
**Charge**: -2
**Multiplicity**: 4

Charges obtained by Löwdin population analysis, quoted in units of e: atom 1 (Sb): 0.07, atom 2 (Se): 0.39, atom 3 (As): 1.14, atom 4 (Cr): 0.05, atom 5 (S): 0.86, atom 6 (S): 0.03, atom 7 (S): 0.03, atom 8 (S): -0.49, atom 9 (S): -0.47, atom 10 (N): -0.06, atom 11 (N): -0.14, atom 12 (N): -0.12, atom 13 (N): -0.08, atom 14 (N): -0.09, atom 15 (N): -0.09, atom 16 (C): -0.44, atom 17 (C): -0.05, atom 18 (C): -0.18, atom 19 (C): -0.43, atom 20 (C): -0.19, atom 21 (C): -0.18, atom 22 (C): -1.18, atom 23 (C): -0.14, atom 24 (C): -0.19, atom 25 (C): -0.16, atom 26 (C): -0.18, atom 27 (C): -0.12, atom 28 (C): -0.12, atom 29 (C): -0.18, atom 30 (C): -0.22, atom 31 (C): -0.42, atom 32 (C): -0.50, atom 33 (C): -0.17, atom 34 (C): -0.37, atom 35 (H): 0.09, atom 36 (H): 0.07, atom 37 (H): 0.12, atom 38 (H): 0.08, atom 39 (H): 0.07, atom 40 (H): 0.07, atom 41 (H): 0.05, atom 42 (H): 0.11, atom 43 (H): 0.13, atom 44 (H): 0.06, atom 45 (H): 0.09, atom 46 (H): 0.07, atom 47 (H): 0.06, atom 48 (H): 0.04, atom 49 (H): 0.11, atom 50 (H): 0.08, atom 51 (H): 0.12, atom 52 (H): 0.03, atom 53 (H): 0.12, atom 54 (H): 0.06, atom 55 (H): 0.12, atom 56 (H): 0.13, atom 57 (H): 0.04, atom 58 (H): 0.01, atom 59 (H): 0.04, atom 60 (H): 0.06, atom 61 (H): 0.08, atom 62 (H): 0.04, atom 63 (H): 0.13, atom 64 (H): -0.02, atom 65 (H): 0.03, atom 66 (H): 0.10, atom 67 (H): -0.01


Number 1: maximum force 1.03 eV/Å. Number 2: maximum force 0.44 eV/Å.